Record 1
Here is the molecule C21H15F3N4O3S in a non-equilibrium geometry from the Open Molecules 2025 dataset. Energies are from the ωB97M-V functional and the def2-TZVPD basis.

Geometry as XYZ:
```
47
C21H15F3N4O3S, DFT the ωB97M-V functional and the def2-TZVPD basis
O 0.69 -4.45 -0.39
C 0.41 -5.53 0.20
O 1.21 -6.64 0.45
C -0.78 -5.55 0.73
S -1.77 -4.05 0.67
C -0.72 -2.91 1.50
N -0.12 -3.24 2.50
N 0.61 -2.08 3.07
C 0.41 -1.10 2.09
C 0.87 0.15 2.11
O 1.17 0.46 0.70
C 1.23 1.78 0.07
C 1.10 1.81 -1.23
C 1.13 3.11 -2.05
C 1.12 4.29 -1.27
C 1.13 4.14 0.39
C 1.32 5.33 0.94
C 0.93 5.32 2.42
C 1.16 4.02 2.97
N 1.09 3.00 2.39
C 0.93 2.92 0.84
N -0.57 -1.66 0.89
C -1.15 -1.05 0.03
C -1.82 0.01 0.12
C -2.41 0.83 -1.13
C -2.12 0.26 -2.49
C -1.40 -0.82 -2.43
C -0.94 -1.46 -3.66
F -1.95 -1.05 -4.64
F 0.54 -1.02 -4.10
F -0.80 -2.87 -3.80
C -0.70 -1.56 -1.34
H 2.06 -6.40 -0.09
H -1.50 -6.31 0.48
H -0.89 -5.52 1.93
H 1.61 0.37 2.58
H 0.00 0.91 2.34
H 1.05 0.87 -1.93
H 1.11 2.95 -3.09
H 1.24 5.28 -1.65
H 1.12 6.41 0.36
H 1.18 6.27 2.95
H 0.99 4.04 4.14
H -2.22 0.58 1.10
H -2.82 1.71 -1.04
H -2.48 0.87 -3.10
H -0.26 -2.43 -1.55
```

Calculated values
- molecular weight (g mol⁻¹) = 460.437
- SMILES = O=C(O)CSc1nnc(COc2cccc3cccnc23)n1-c1cccc(C(F)(F)F)c1
- HOMO (eV) = -8.549

These are the Mulliken partial charges, in e, on atoms 1 to 6: -0.5071 0.5865 -0.4933 -0.6995 -0.1541 0.3983


Record 2
Here is a structure of composition C21H15N2ReS4Te in a non-equilibrium geometry from the Open Molecules 2025 dataset. Energies are from the ωB97M-V functional and the def2-TZVPD basis.

Geometry as XYZ:
```
44
C21H15N2ReS4Te, DFT the ωB97M-V functional and the def2-TZVPD basis
Re -0.12 0.10 -0.01
C 2.00 -1.69 -1.90
C 2.46 -1.53 -0.50
C 3.60 -2.23 -0.07
C 4.00 -2.19 1.23
C 3.32 -1.34 2.13
C 3.68 -1.20 3.48
C 3.07 -0.26 4.27
C 2.11 0.60 3.73
C 1.70 0.46 2.42
S 0.50 1.53 1.75
C 2.27 -0.55 1.60
N 1.80 -0.72 0.32
H 2.30 -2.66 -2.30
H 2.45 -0.91 -2.51
H 0.91 -1.60 -1.98
H 4.14 -2.82 -0.80
H 4.84 -2.77 1.58
H 4.45 -1.84 3.88
H 3.32 -0.17 5.31
H 1.68 1.38 4.34
S -1.45 -1.96 -0.36
C -2.62 -0.76 0.03
N -2.13 0.47 0.10
C -3.05 1.38 0.54
C -2.83 2.73 0.81
C -3.87 3.47 1.35
C -5.12 2.89 1.59
C -5.36 1.56 1.29
C -4.32 0.81 0.78
S -4.30 -0.91 0.42
H -1.86 3.16 0.62
H -3.71 4.50 1.60
H -5.91 3.49 2.01
H -6.32 1.11 1.47
Te 0.59 1.94 -1.79
C 0.19 0.69 -3.44
C -0.86 -0.18 -3.59
C -0.75 -0.95 -4.77
C 0.36 -0.64 -5.49
S 1.30 0.59 -4.76
H -1.67 -0.26 -2.89
H -1.47 -1.69 -5.06
H 0.69 -1.06 -6.42
```

Calculated values
- net charge = +1
- molecular weight (g mol⁻¹) = 737.440
- HOMO (alpha / beta) (eV) = -10.428 / -11.129
- energy relative to the best compared isomer or geometry (same formula, charge and spin) (kcal per mole) = 1.2
- multiplicity = 2

These are the Mulliken partial charges, in e, on atoms 1 to 6: -0.0707 -1.1642 1.1772 -0.9677 -0.6698 1.0608


Record 3
Here is a structure of composition C21H16BBrCaN4O9S in a non-equilibrium geometry from the Open Molecules 2025 dataset. Energies are from the ωB97M-V functional and the def2-TZVPD basis.

Geometry as XYZ:
```
54
C21H16BBrCaN4O9S, DFT the ωB97M-V functional and the def2-TZVPD basis
Ca -0.19 1.30 1.16
O 5.52 0.78 0.22
C 4.18 0.45 0.31
C 3.69 -0.17 1.41
C 2.22 -0.55 1.49
N 1.40 0.11 0.47
C 1.98 0.73 -0.55
C 3.34 0.85 -0.77
C 0.97 1.39 -1.49
O 1.25 1.56 -2.68
O -0.15 1.71 -0.94
C 1.71 -0.11 2.92
O 2.30 -0.58 3.90
O 0.75 0.73 2.93
H 5.91 0.48 1.05
H 4.31 -0.40 2.27
H 3.73 1.35 -1.64
O 2.40 -2.63 -0.01
B 2.11 -2.11 1.26
O 1.83 -3.16 2.14
C 1.97 -4.30 1.42
C 1.84 -5.61 1.83
C 2.08 -6.60 0.87
C 2.43 -6.28 -0.44
C 2.56 -4.95 -0.84
C 2.32 -3.98 0.10
H 1.58 -5.86 2.85
H 1.99 -7.64 1.15
H 2.61 -7.07 -1.15
H 2.83 -4.69 -1.85
C -1.73 0.61 -3.48
N -1.63 -0.55 -2.61
C -2.17 -0.60 -1.38
N -3.03 0.39 -1.03
S -1.98 -1.97 -0.42
H -1.33 0.33 -4.46
H -1.16 1.46 -3.10
H -2.79 0.88 -3.60
H -0.81 -1.12 -2.71
H -2.74 1.31 -1.35
H -3.24 0.40 -0.04
Br -4.43 6.18 -2.23
C -4.34 5.16 -0.61
C -5.44 5.16 0.22
N -5.46 4.47 1.36
C -4.38 3.75 1.66
C -3.23 3.71 0.88
C -3.20 4.45 -0.30
C -2.05 2.86 1.29
O -2.31 1.65 1.52
O -0.92 3.38 1.36
H -6.34 5.72 -0.02
H -4.42 3.18 2.58
H -2.31 4.45 -0.92
```

Calculated values
- net charge = -2
- molecular weight (g mol⁻¹) = 631.239
- HOMO (eV) = -0.342
- energy relative to the best compared isomer or geometry (same formula, charge and spin) (kcal per mole) = 40.3

These are the Mulliken partial charges, in e, on atoms 1 to 6: 1.5239 -0.6077 1.5531 -1.9573 1.5981 -0.7972


Record 4
Here is a structure of composition C21H16BF4N7Os from the Open Molecules 2025 dataset. Energies are from the ωB97M-V functional and the def2-TZVPD basis.

Geometry as XYZ:
```
50
C21H16BF4N7Os, DFT the ωB97M-V functional and the def2-TZVPD basis
Os -1.74 -2.10 1.13
N 8.19 -2.23 1.14
C 7.04 -2.19 1.13
C 5.61 -2.13 1.11
C 4.88 -3.34 1.07
C 3.52 -3.29 1.04
C 2.85 -2.02 1.05
C 3.62 -0.81 1.09
C 4.97 -0.87 1.12
C 1.48 -1.97 1.04
C 0.24 -1.97 1.02
H 5.40 -4.28 1.06
H 2.93 -4.19 1.00
H 3.10 0.14 1.09
H 5.57 0.03 1.16
C -3.23 0.12 -1.11
C -2.51 0.68 0.06
N -1.91 -0.05 1.02
C -1.37 0.83 1.96
C -1.66 2.08 1.56
N -2.37 1.96 0.37
C -2.87 3.13 -0.38
N -1.79 3.93 -0.83
N -1.67 5.21 -0.32
N -0.68 5.78 -0.88
C -0.12 4.89 -1.80
C 0.97 5.05 -2.65
C 1.31 3.98 -3.45
C 0.60 2.77 -3.40
C -0.48 2.60 -2.56
C -0.83 3.69 -1.77
H -2.83 -0.86 -1.37
H -3.14 0.76 -1.99
H -4.30 0.00 -0.89
H -0.84 0.49 2.84
H -1.43 3.04 2.00
H -3.45 3.75 0.30
H -3.50 2.79 -1.19
H 1.50 5.99 -2.70
H 2.15 4.07 -4.13
H 0.90 1.96 -4.05
H -1.02 1.65 -2.52
F -2.28 -6.49 0.08
B -1.79 -6.62 1.30
F -0.50 -6.82 1.48
F -2.60 -6.52 2.34
F -1.67 -3.96 1.24
N -4.78 -2.91 1.75
C -3.80 -2.40 1.47
H -5.66 -3.34 1.98
```

Calculated values
- net charge = +2
- molecular weight (g mol⁻¹) = 643.442
- HOMO (alpha / beta) (eV) = -13.731 / -13.730
- multiplicity = 5

These are the Mulliken partial charges, in e, on atoms 1 to 6: 0.9738 -0.3011 -0.2069 0.7920 -0.5730 -0.5742


molecular weight of number 4 (C21H16BF4N7Os)? 643.442 g mol⁻¹